(1)
18
Properties=species:S:1:pos:R:3:mulliken_charge:R:1 method="wB97M-V/def2-TZVPD" homo_lumo_gap_ev=8.13 lumo_energy_ha=0.038 e_above_lowest_kcal_mol=239.6 e_tot_ev=-9354.046
C -1.013 -1.597 -1.054 -0.796
C -0.232 -1.165 0.232 -0.276
C 0.884 0.772 0.929 0.030
C -0.735 1.007 0.637 -0.629
C 0.951 1.510 -0.373 -0.631
C -0.335 -0.260 -1.074 0.348
H -0.702 -2.454 -1.743 0.198
H -1.988 -1.805 -0.938 0.280
H -1.114 -1.126 1.010 0.191
H 1.561 -1.406 1.572 0.312
H 1.250 0.899 1.979 0.439
H -1.616 0.151 0.905 0.189
H -0.959 2.126 0.840 0.256
H 1.772 0.987 -0.965 0.391
H 1.154 2.657 -0.248 0.267
H 0.461 -0.646 -1.881 0.113
N 1.050 -0.671 0.779 -0.455
N -0.388 1.023 -0.606 -0.227

***

(2)
9
Properties=species:S:1:pos:R:3:mulliken_charge:R:1 method="wB97M-V/def2-TZVPD" homo_lumo_gap_ev=8.94 lumo_energy_ha=-0.087 e_above_lowest_kcal_mol=45.2 e_tot_ev=-23015.986
C 0.698 0.151 0.400 0.184
N -0.200 -1.062 0.504 0.939
N -0.090 1.276 -0.092 0.839
O -1.359 -0.724 0.500 -0.496
O 0.329 -2.148 0.377 -0.496
O -0.096 1.269 -1.279 -0.465
O -0.611 1.946 0.710 -0.432
F 0.819 0.601 2.202 -0.412
I 2.635 -0.181 -0.280 0.339

***

(3)
49
Properties=species:S:1:pos:R:3:mulliken_charge:R:1 method="wB97M-V/def2-TZVPD" homo_lumo_gap_ev="4.38 / 5.05" lumo_energy_ha="0.007 / 0.017" e_above_lowest_kcal_mol=7.1 e_tot_ev=-73664.578
C -0.383 0.115 -2.009 -0.771
C -1.174 1.245 -1.589 -0.445
C -0.323 2.289 -1.206 -0.548
C 1.042 1.867 -1.391 -0.534
C 1.049 0.540 -1.918 -0.620
Lu 0.587 -0.205 0.371 0.601
P -0.108 -2.865 0.523 -0.291
H -0.735 -0.729 -2.631 0.499
H -2.245 1.318 -1.709 0.459
H -0.622 3.244 -0.795 0.523
H 1.882 0.015 -2.393 0.512
H 1.912 2.508 -1.297 0.424
H 1.055 -3.586 0.013 0.109
H -1.242 -3.515 -0.128 0.086
H -0.194 -3.304 1.894 0.092
C -0.664 5.696 5.643 -0.431
C 0.380 5.641 4.709 -0.475
C 0.469 4.567 3.811 -0.584
C -0.481 3.542 3.846 0.077
C -1.527 3.592 4.779 -0.194
C -1.616 4.669 5.675 -0.499
Sb -0.342 1.945 2.378 1.000
C 1.584 1.028 3.059 0.117
C 2.544 0.558 2.131 -0.410
C 3.697 -0.077 2.638 -0.461
C 3.888 -0.238 4.008 -0.567
C 2.923 0.240 4.914 -0.447
C 1.769 0.884 4.431 -0.725
C -1.573 0.247 3.037 0.479
C -1.096 -0.848 3.741 -0.170
C -1.998 -1.827 4.203 -0.630
C -3.366 -1.684 3.964 -0.453
C -3.843 -0.569 3.254 -0.551
C -2.944 0.390 2.788 -0.809
H -0.734 6.534 6.341 0.345
H 1.126 6.437 4.676 0.355
H 1.285 4.541 3.088 0.294
H -2.277 2.794 4.812 0.330
H -2.431 4.704 6.395 0.366
H 2.514 0.818 1.041 0.500
H 4.450 -0.435 1.937 0.417
H 4.786 -0.724 4.391 0.370
H 3.069 0.117 5.998 0.366
H 1.037 1.244 5.151 0.435
H -0.025 -0.977 3.930 0.370
H -1.619 -2.700 4.745 0.393
H -4.070 -2.440 4.331 0.359
H -4.909 -0.458 3.074 0.396
H -3.317 1.260 2.226 0.341

***

(4)
25
Properties=species:S:1:pos:R:3:mulliken_charge:R:1 method="wB97M-V/def2-TZVPD" total_charge=+1 homo_lumo_gap_ev=6.22 lumo_energy_ha=-0.218 e_above_lowest_kcal_mol=107.7 e_tot_ev=-12074.894
C -0.868 -1.388 -1.034 -0.259
C -1.230 -0.049 -1.026 -0.501
C 0.389 -1.859 -0.777 -0.482
C -1.113 0.817 0.032 0.242
C 0.686 0.421 1.491 -0.464
C 1.441 0.235 0.191 -0.657
C 1.525 -1.106 -0.574 1.091
C -1.619 2.241 -0.283 -1.582
C 2.788 -1.620 -1.103 -1.347
C -1.424 0.552 2.497 -1.026
N -0.611 0.562 1.285 0.410
H -1.541 -2.196 -1.406 0.410
H -1.836 0.373 -1.899 0.419
H 0.616 -2.957 -0.916 0.325
H 1.044 0.946 -0.405 0.551
H 2.487 0.636 0.464 0.339
H -1.604 2.426 -1.341 0.516
H -1.016 3.085 0.289 0.310
H -2.626 2.325 -0.046 0.470
H 2.670 -1.491 -2.153 0.376
H 2.945 -2.704 -0.884 0.386
H 3.652 -0.995 -0.842 0.362
H -1.962 1.599 2.652 0.315
H -0.722 0.439 3.222 0.450
H -2.071 -0.289 2.567 0.350

***

(5)
28
Properties=species:S:1:pos:R:3:mulliken_charge:R:1 method="wB97M-V/def2-TZVPD" homo_lumo_gap_ev=7.60 lumo_energy_ha=-0.028 e_above_lowest_kcal_mol=81.0 e_tot_ev=-36357.592
C 4.665 -1.764 0.507 -0.622
S 2.898 -2.240 0.476 0.064
O 2.501 -0.315 0.408 -0.352
C 1.692 0.791 0.583 0.054
O 0.334 0.855 0.159 -0.248
C -0.652 0.482 1.115 -0.627
C -1.960 0.174 0.505 0.641
C -2.133 -0.802 -0.486 -0.548
C -3.414 -1.148 -0.881 -0.368
C -4.517 -0.473 -0.492 -0.590
C -4.364 0.450 0.550 -0.359
C -3.125 0.807 1.002 -0.562
S 2.636 1.968 -0.336 -0.121
C 2.165 1.492 -2.094 -0.742
H 5.046 -2.119 -0.393 0.286
H 5.145 -2.160 1.380 0.317
H 4.618 -0.588 0.603 0.165
H 1.850 0.984 1.698 0.284
H -0.538 1.297 1.855 0.393
H -0.322 -0.446 1.711 0.296
H -1.386 -1.459 -0.762 0.472
H -3.560 -1.763 -1.737 0.346
H -5.432 -1.011 -0.657 0.355
H -5.202 0.990 0.936 0.365
H -3.287 1.436 1.836 0.324
H 2.589 2.308 -2.888 0.285
H 1.070 1.634 -2.179 0.234
H 2.684 0.620 -2.418 0.258

***

(6)
50
Properties=species:S:1:pos:R:3:mulliken_charge:R:1 method="wB97M-V/def2-TZVPD" total_charge=+2 homo_lumo_gap_ev="5.91 / 5.91" lumo_energy_ha="-0.290 / -0.290" e_above_lowest_kcal_mol=0.0 e_tot_ev=-53628.927
Ir -0.390 -0.172 0.525 2.262
O 4.784 0.676 -4.671 -0.543
N 3.611 0.887 -4.539 0.991
O 2.848 1.282 -5.391 -0.571
C 3.039 0.672 -3.188 -0.079
C 3.902 0.726 -2.157 -0.899
C 3.428 0.583 -0.802 0.793
C 4.240 0.633 0.345 -0.577
C 3.661 0.499 1.585 -0.881
C 2.279 0.312 1.695 -0.263
N 1.506 0.256 0.614 -0.564
C 2.074 0.386 -0.617 0.067
C 1.186 0.304 -1.715 0.429
N -0.114 0.084 -1.373 -0.767
C -1.035 -0.013 -2.325 -0.252
C -0.680 0.110 -3.670 -0.950
C 0.627 0.339 -4.029 -0.578
C 1.614 0.449 -3.026 0.335
H 4.954 0.892 -2.352 0.595
H 5.309 0.774 0.244 0.531
H 4.253 0.531 2.488 0.455
H 1.794 0.199 2.654 0.615
H -2.053 -0.202 -2.013 0.624
H -1.449 0.021 -4.423 0.465
H 0.898 0.449 -5.069 0.619
C -2.906 1.700 2.129 -1.309
P -1.361 1.898 1.218 0.592
C -0.314 2.926 2.268 -1.271
C -1.754 2.991 -0.166 -1.313
H -3.279 2.697 2.370 0.458
H -2.744 1.147 3.055 0.403
H -3.652 1.176 1.531 0.379
H -0.826 3.854 2.525 0.459
H 0.609 3.167 1.738 0.354
H -0.066 2.401 3.192 0.381
H -2.186 3.923 0.203 0.474
H -2.473 2.518 -0.835 0.356
H -0.845 3.218 -0.724 0.363
S -0.027 -2.392 0.392 -0.336
C -1.381 -3.083 1.245 1.200
C -1.331 -4.457 1.467 -0.624
C -2.374 -5.078 2.143 -0.616
C -3.450 -4.334 2.596 -0.495
C -3.505 -2.960 2.374 -0.897
C -2.476 -2.340 1.697 -0.133
H -0.482 -5.025 1.112 0.432
H -2.344 -6.144 2.317 0.400
H -4.255 -4.823 3.125 0.403
H -4.353 -2.390 2.727 0.398
H -2.512 -1.263 1.508 0.086